Here is C27H33Br2ClN2O2Ta as an isolated structure from OMol25. Energies are from the ωB97M-V functional and the def2-TZVPD basis.

## Properties
- total charge = +3
- E_LUMO (eV) = -11.5
- spin multiplicity = 1
- energy above the lowest of the compared OMol25 structures with the same formula, charge and spin (kJ/mol) = 129.8
- electronic energy (eV) = -189742.468

XYZ file:
```
68
Properties=species:S:1:pos:R:3:forces:R:3:lowdin_charge:R:1
Ta -0.321717 0.546038 -0.594742 0.52 0.16 0.76 1.90
Br 1.094997 -1.379489 0.666140 0.00 -0.13 0.07 0.85
Br -1.302871 -3.642724 1.150852 0.07 0.04 0.00 0.82
Cl 3.676629 0.496466 -3.625499 -0.02 0.01 -0.01 0.73
O -0.054917 0.952049 -2.582776 -0.04 0.22 -0.02 -0.11
O 1.657716 0.261970 -1.480791 -0.18 -0.43 -0.34 -0.21
N -2.040432 0.355865 0.524299 -0.08 -0.20 0.17 -0.11
N -1.432409 -0.920586 -1.549490 0.24 0.24 0.07 -0.12
C 1.172548 1.945287 1.651159 -0.07 -0.13 -0.01 -0.04
C 1.472408 2.973025 -0.917701 -0.14 -0.14 0.04 -0.24
C 0.178091 2.944136 -0.280230 0.15 0.43 -0.19 -0.14
C -0.587039 -0.354795 3.916919 -0.06 0.00 0.03 -0.07
C -3.356349 1.591128 3.799890 0.06 -0.03 0.00 0.00
C 2.409975 1.807796 0.975976 0.04 0.09 0.01 -0.24
C 1.623446 3.596669 -2.260416 -0.01 0.04 -0.04 0.01
C -2.609585 1.209066 1.577426 -0.23 0.15 -0.28 -0.22
C -3.405623 2.710381 -0.350777 0.02 -0.03 0.00 -0.20
C -4.057417 2.708376 3.373325 -0.01 0.02 -0.04 -0.01
C -1.292063 -1.686462 -2.672095 -0.01 -0.03 -0.05 -0.03
C 0.143861 2.725371 1.126709 -0.14 -0.01 -0.07 -0.29
C -2.951205 -0.569316 0.134243 -0.08 -0.10 -0.10 -0.02
C 1.191790 0.588044 -2.606393 0.06 -0.04 -0.34 -0.64
C -2.025880 -0.485599 3.422199 -0.02 -0.06 0.00 -0.18
C -4.706384 2.278704 -1.027048 -0.01 -0.03 -0.02 -0.05
C 3.551878 1.107676 1.624268 0.01 -0.07 0.01 0.00
C 1.944054 0.553925 -3.892580 0.02 0.06 0.05 -0.47
C -4.066113 3.049018 2.030853 0.02 0.00 0.05 -0.01
C -2.638259 0.794338 2.910019 -0.04 0.03 0.09 -0.18
C -2.649383 -1.294205 -0.982965 0.05 -0.07 0.21 -0.33
C -0.742468 3.503745 2.036294 0.02 0.05 0.00 0.02
C -2.357233 -2.562974 -2.806929 -0.03 -0.01 0.01 0.02
C -3.341585 2.306068 1.105048 0.08 0.07 0.01 -0.21
C -3.230067 -2.314908 -1.747047 -0.04 0.06 -0.08 0.08
C 2.568603 2.448424 -0.249451 0.03 -0.01 -0.06 0.03
C 0.430310 -3.073135 1.584157 -0.09 -0.11 -0.02 -0.84
H 3.543692 2.463730 -0.722441 0.00 0.03 0.00 0.16
H 1.615267 -0.324982 -4.455661 0.03 -0.03 0.02 0.12
H -1.116803 2.934108 2.882885 0.00 0.00 0.02 0.09
H 4.097382 0.493111 0.906176 0.00 0.01 -0.01 0.11
H -4.178749 -2.794148 -1.554852 0.00 0.00 0.00 0.15
H -0.514211 0.392067 4.708892 0.02 0.01 -0.02 0.10
H 3.237511 0.497175 2.468678 0.00 0.02 0.01 0.09
H 0.703976 3.584188 -2.845000 0.00 -0.03 0.01 0.11
H 1.165535 -3.770265 1.196502 0.05 0.03 0.03 0.03
H -2.642244 -0.831689 4.252451 -0.01 -0.01 -0.02 0.13
H 1.132231 1.662185 2.696023 -0.01 -0.03 0.00 0.13
H 1.872227 4.652519 -2.097301 0.00 0.00 -0.01 0.14
H -4.747126 2.628961 -2.057229 0.00 0.00 0.00 0.09
H 0.088045 -0.064558 3.111220 0.02 -0.03 -0.02 0.01
H -3.870095 -0.656081 0.703699 -0.01 -0.07 -0.03 0.18
H 4.262108 1.852796 1.997506 0.00 0.01 0.00 0.13
H -3.304423 3.796381 -0.421629 -0.01 0.00 0.01 0.13
H -4.816543 1.191424 -1.033371 0.00 0.00 0.01 0.07
H -2.095271 -1.268452 2.663853 0.05 -0.01 -0.05 0.06
H -4.622586 3.294768 4.085412 0.00 0.00 0.00 0.13
H -2.483029 -3.283743 -3.598629 0.00 0.00 0.00 0.14
H -1.554405 4.000202 1.518558 -0.02 -0.03 -0.02 0.09
H -0.582350 3.562839 -0.751225 -0.08 -0.02 0.13 0.14
H -0.087145 4.290039 2.431900 0.00 -0.01 0.01 0.14
H -0.446742 -1.584418 -3.334613 0.01 0.00 0.01 0.13
H 1.667150 1.427073 -4.484133 -0.01 0.00 0.00 0.11
H -2.553635 2.302948 -0.920207 -0.03 0.00 -0.01 0.07
H -4.639021 3.904075 1.692183 0.00 0.00 0.01 0.14
H -0.240427 -1.300574 4.336098 0.01 0.02 0.03 0.08
H -5.565824 2.687527 -0.496608 0.00 0.01 0.00 0.10
H -3.398000 1.299044 4.842182 -0.01 0.00 0.00 0.14
H 2.455207 3.172065 -2.823223 0.00 0.00 0.00 0.09
H 0.552689 -2.845887 2.636158 -0.07 0.07 -0.01 0.01
```
Positions in Å, forces in eV/Å.



Here is C24H37HoP2Sb as an isolated structure from OMol25. Energies are from the ωB97M-V functional and the def2-TZVPD basis.

## Properties
- total charge = +1
- E_LUMO (alpha / beta) (eV) = -3.1 / -3.0
- spin multiplicity = 5
- electronic energy (eV) = -76387.878

XYZ file:
```
65
Properties=species:S:1:pos:R:3:forces:R:3:lowdin_charge:R:1
Ho 0.274309 1.770609 -1.297077 5.61 -5.35 -0.48 0.42
Sb -0.328552 -0.835693 0.273542 -0.88 -0.65 -0.06 1.47
P 1.520909 3.117399 0.157595 3.97 5.14 4.68 0.62
P -1.143139 0.883271 -2.938673 -4.91 -2.52 -5.67 0.59
C 2.152281 -1.200654 2.052711 0.63 -0.18 -0.35 -0.14
C -2.396141 0.961863 1.838990 -0.02 -0.28 0.40 -0.14
C -0.436531 -3.736385 -0.739416 -0.44 -0.16 0.26 -0.14
C 3.484729 -1.481076 2.361657 -0.08 -0.01 -0.30 -0.07
C -2.199071 -3.283095 0.857238 0.22 -0.26 -0.45 -0.11
C 3.179180 3.672801 -0.457584 0.03 -0.08 -0.12 -0.26
C 4.377555 -1.841331 1.348568 -0.45 0.10 -0.22 -0.06
C -1.507052 -0.883007 3.126340 -0.28 0.43 0.16 -0.15
C -2.277132 -0.490775 4.225376 0.01 0.16 -0.38 -0.07
C -3.160900 1.358625 2.942381 0.28 -0.53 0.09 -0.07
C 1.935827 2.438040 1.826894 -0.04 -0.20 0.00 -0.25
C 3.936814 -1.918250 0.022612 -0.26 0.10 0.40 -0.07
C -2.679223 -4.586449 0.693628 0.45 0.08 -0.34 -0.07
C -0.368128 0.479203 -4.573746 0.07 -0.01 -0.01 -0.26
C -2.026924 -0.689757 -2.533217 -0.17 -0.06 -0.25 -0.31
C -2.532006 1.995108 -3.436125 -0.06 0.11 0.03 -0.26
C 0.712396 4.724243 0.579095 -0.19 0.04 -0.03 -0.26
C -2.037114 -5.464474 -0.183918 0.13 0.45 0.10 -0.07
C 2.601995 -1.637433 -0.288615 0.13 0.17 0.46 -0.16
C -1.071842 -2.852670 0.141755 -0.14 -0.09 0.02 -0.36
C 1.709720 -1.277939 0.726176 -0.04 0.07 1.04 -0.41
C -3.102034 0.632323 4.134616 0.25 -0.08 -0.40 -0.07
C -1.560766 -0.160811 1.924579 0.61 -0.24 0.53 -0.37
C -0.914973 -5.039252 -0.899761 -0.21 0.30 0.27 -0.07
H -2.413303 -6.470775 -0.314879 0.02 0.02 0.01 0.11
H -0.421601 -5.715465 -1.585450 0.01 0.01 0.01 0.11
H 3.648929 4.394244 0.234796 -0.25 -0.34 -0.26 0.06
H -3.178395 1.521895 -4.196648 0.31 0.15 0.32 0.06
H 0.366831 -0.331772 -4.434814 -0.26 0.27 -0.13 0.04
H 3.827254 -1.419853 3.388076 -0.02 -0.02 -0.05 0.11
H 2.429498 3.188783 2.469330 -0.22 -0.28 -0.33 0.06
H 4.628146 -2.195378 -0.762185 -0.01 -0.01 -0.01 0.11
H -0.870884 -1.754567 3.207331 0.01 -0.08 0.04 0.10
H 1.339651 5.328312 1.258672 -0.20 -0.31 -0.30 0.06
H -2.538036 -0.564565 -1.564195 0.07 -0.09 -0.42 0.02
H 3.049399 4.141650 -1.447182 0.08 -0.15 0.40 0.05
H -0.258934 4.516890 1.057615 0.38 0.11 -0.18 0.05
H -3.555351 -4.912273 1.239335 0.03 0.03 0.01 0.11
H 2.263898 -1.694620 -1.314782 0.02 -0.03 -0.15 0.08
H -2.764729 -0.961948 -3.308714 0.30 0.14 0.27 0.06
H -3.128251 2.237061 -2.541043 0.20 -0.08 -0.36 0.05
H 0.423436 -3.410798 -1.308875 0.13 -0.04 -0.05 0.08
H -2.723975 -2.615173 1.521659 -0.01 0.11 0.10 0.09
H 2.871118 0.477180 -3.065875 0.28 0.28 0.36 0.05
H -2.233631 -1.057641 5.146797 0.02 0.00 -0.03 0.11
H -1.285020 -1.498353 -2.425056 -0.40 0.25 -0.11 0.01
H -2.468539 1.529676 0.929831 0.11 0.13 -0.24 0.04
H 5.410940 -2.058066 1.589092 -0.05 0.00 -0.02 0.11
H 0.158790 1.371871 -4.949177 -0.21 -0.34 0.11 0.05
H 2.595725 1.563351 1.703092 -0.19 0.31 0.12 0.03
H -3.801761 2.228672 2.872831 0.02 -0.04 -0.05 0.11
H 3.838060 2.794906 -0.568900 -0.18 0.35 0.05 0.04
H -2.106315 2.931491 -3.830689 -0.18 -0.36 0.15 0.05
H 1.468038 -0.918761 2.840195 -0.04 0.01 0.10 0.09
H 1.003906 2.095623 2.307091 0.32 0.13 -0.06 0.04
H 0.525518 5.275764 -0.356234 0.07 -0.19 0.37 0.05
H -3.696528 0.937748 4.986198 0.02 0.00 -0.02 0.11
H -1.125198 0.161330 -5.312882 0.31 0.11 0.35 0.06
H 3.303777 0.840812 -2.556985 -0.34 -0.26 -0.35 0.05
H 0.300410 3.191952 -2.307761 0.08 2.29 -1.90 -0.14
H -1.027060 2.196364 -0.485235 -4.46 1.43 2.86 -0.17
```
Positions in Å, forces in eV/Å.



Here is one molecule with the formula C4H4FNOS from OMol25. Energies are from the ωB97M-V functional and the def2-TZVPD basis.

## Properties
- total charge = 0
- E_LUMO (eV) = 0.6
- spin multiplicity = 1
- energy above the lowest of the compared OMol25 structures with the same formula, charge and spin (kJ/mol) = 0.0
- electronic energy (eV) = -21302.616
- structure (SMILES) = Oc1[nH]c(F)cc1S

XYZ file:
```
12
Properties=species:S:1:pos:R:3:forces:R:3:lowdin_charge:R:1
S 2.444186 0.126566 0.627379 -0.22 -0.12 -0.28 0.78
F -2.246202 1.376439 -1.338921 -0.15 0.14 -0.12 0.10
O 0.034103 -2.115800 0.664770 0.00 0.55 -0.23 0.07
N -1.318744 -0.476824 -0.336754 0.51 -0.16 0.00 0.18
C -1.181157 0.805472 -0.789814 0.27 0.39 0.17 -0.35
C -0.101749 -0.863083 0.159363 -0.06 -0.07 0.16 -0.39
C 0.776488 0.188659 0.060809 -0.04 -0.29 0.20 -0.60
C 0.066630 1.282534 -0.554375 -0.20 0.17 -0.37 -0.03
H 2.247952 0.639822 1.846146 -0.01 0.06 0.17 -0.14
H -2.136225 -1.048166 -0.442956 -0.03 -0.11 0.02 0.17
H 0.961518 -2.179470 0.928763 0.10 -0.15 0.11 0.09
H 0.453200 2.263850 -0.824411 -0.16 -0.42 0.17 0.12
```
Positions in Å, forces in eV/Å.



Here is one molecule with the formula C4H4ClNO2 from OMol25. Energies are from the ωB97M-V functional and the def2-TZVPD basis.

## Properties
- total charge = 0
- E_LUMO (alpha / beta) (eV) = 0.1 / -1.9
- spin multiplicity = 3
- electronic energy (eV) = -22312.499

XYZ file:
```
12
Properties=species:S:1:pos:R:3:forces:R:3:lowdin_charge:R:1
Cl 2.776585 -0.680707 1.117034 5.87 -2.31 3.90 0.40
O -1.469020 -1.435249 -1.481058 0.54 -0.47 0.12 0.09
O -1.822775 1.343967 0.634995 0.28 -0.27 0.46 0.07
N 1.499658 -0.025718 0.077469 -6.85 0.75 -2.28 -0.46
C -0.657291 0.720024 0.498146 -0.50 -3.45 -3.76 -0.11
C 0.854113 -1.002055 -0.698506 1.42 0.74 -0.57 -0.17
C 0.633922 0.853041 0.740639 1.14 0.58 -0.71 -0.19
C -0.456153 -0.916874 -0.805079 -2.05 4.51 2.53 -0.10
H 1.508162 -1.714208 -1.174558 0.01 -0.16 0.01 0.12
H -2.277746 -0.939269 -1.305326 0.10 -0.01 0.13 0.13
H 1.119082 1.569518 1.384670 0.02 0.06 0.14 0.11
H -1.708536 2.227529 1.011575 0.05 0.04 0.03 0.13
```
Positions in Å, forces in eV/Å.



Here is C20H31Cl2N4O3Y as an isolated structure from OMol25. Energies are from the ωB97M-V functional and the def2-TZVPD basis.

## Properties
- total charge = 0
- E_LUMO (eV) = 0.4
- spin multiplicity = 1
- energy above the lowest of the compared OMol25 structures with the same formula, charge and spin (kJ/mol) = 0.0
- electronic energy (eV) = -59437.582

XYZ file:
```
61
Properties=species:S:1:pos:R:3:forces:R:3:lowdin_charge:R:1
Y -0.234788 0.173728 0.713235 -2.11 -0.29 -0.71 0.81
Cl 0.773111 -0.043412 -1.540724 0.07 -0.42 -0.10 0.05
Cl -0.449223 2.665721 1.055870 0.11 0.55 0.25 -0.15
O -0.252338 -2.148012 0.880162 1.85 -1.32 -0.84 -0.17
O -1.260708 -0.184008 2.791423 -1.21 1.29 1.33 -0.18
O 2.575588 1.177354 -3.093067 0.39 0.29 -1.76 -0.09
N 3.882188 0.864098 2.536056 -0.36 -0.59 0.12 0.06
N 0.770472 -4.099162 0.283410 0.05 -0.40 0.02 -0.17
N 1.925911 0.034864 1.922705 1.09 0.48 0.50 -0.05
N -2.861627 0.271378 4.364548 0.13 0.06 0.02 -0.17
C -4.011855 1.065877 4.792485 0.28 0.04 -0.04 -0.03
C -4.923083 -1.115607 0.106990 -0.05 -0.07 -0.07 -0.14
C 2.629497 3.965784 -7.018541 0.18 0.08 0.39 -0.08
C 3.785350 -0.401407 3.130403 -0.90 0.45 -0.74 -0.08
C -0.335330 -4.900735 0.795439 0.12 -0.07 0.03 -0.02
C 1.961208 -4.790590 -0.204978 -0.20 0.20 -0.12 -0.03
C 2.538133 2.718211 -6.391860 -0.02 0.15 0.42 -0.05
C -2.162219 0.570872 3.273147 1.05 -1.19 -1.05 -0.27
C 3.124119 4.997224 -4.864855 0.01 -0.33 -0.26 -0.08
C 2.465179 1.305913 -4.297837 0.75 0.08 0.75 -0.22
C 2.562200 -0.897548 2.743700 0.59 1.27 -0.44 -0.12
C 0.694874 -2.780668 0.310954 -1.35 1.38 0.89 -0.30
C 2.745030 1.087219 1.828299 -0.13 -1.22 0.52 -0.17
C 2.912905 5.107853 -6.249655 -0.09 -0.36 0.06 -0.08
C 2.693823 2.607645 -5.000496 -0.07 0.51 -0.12 -0.19
C -2.835676 0.758787 -1.476406 -0.81 0.40 -0.35 -0.20
C -3.428051 -0.934737 0.345850 -1.67 -0.34 0.02 -0.30
C -2.625827 -0.141045 -0.329713 3.37 0.16 1.37 -0.35
C -2.489123 -0.875476 5.181414 -0.18 -0.02 0.00 -0.02
C 3.029566 3.746452 -4.248536 -0.08 0.20 -0.13 -0.02
H -1.124633 -4.226245 1.132326 0.13 -0.17 -0.09 0.09
H 4.554530 -0.830141 3.740047 0.16 0.08 0.08 0.10
H -5.165461 -2.166949 -0.119474 -0.04 0.25 -0.02 0.05
H 3.361113 5.883216 -4.266492 -0.09 -0.35 -0.28 0.10
H -2.185217 -0.536485 6.178166 0.00 -0.02 -0.13 0.09
H -3.894456 0.835141 -1.784812 0.15 0.17 -0.26 0.05
H -3.352203 -1.538643 5.295993 0.14 0.00 -0.06 0.09
H -3.078400 -1.548841 1.190843 0.16 0.22 -0.15 0.05
H 2.969477 6.085873 -6.733103 -0.01 -0.32 0.15 0.10
H 2.342003 1.811135 -6.963689 -0.09 0.24 0.03 0.11
H -4.896558 0.420776 4.887654 0.24 0.17 -0.11 0.10
H -0.706835 -5.559119 0.003016 0.02 0.13 0.10 0.10
H -3.813510 1.534021 5.766849 -0.05 -0.09 -0.23 0.09
H 0.012689 -5.520966 1.627727 -0.07 0.07 -0.05 0.09
H -1.666082 -1.403883 4.697344 -0.20 0.10 0.09 0.09
H 4.660259 1.508630 2.606464 -0.27 -0.26 0.01 0.16
H 2.700525 -4.042169 -0.509852 -0.14 -0.22 0.03 0.09
H 2.533472 2.001779 1.289483 0.01 -0.15 0.02 0.11
H -5.272254 -0.482116 -0.724313 0.04 -0.28 0.29 0.05
H 2.385887 -5.419181 0.588141 -0.10 0.16 -0.13 0.09
H -5.495007 -0.847004 1.011102 0.04 -0.05 -0.23 0.05
H -2.477002 1.766726 -1.196298 -0.22 -0.26 -0.25 0.04
H 2.253951 0.437741 -4.970452 -0.11 0.23 0.31 0.13
H 2.481177 4.047399 -8.098304 0.07 0.00 0.39 0.10
H 2.090953 -1.832614 2.984157 0.01 -0.07 0.05 0.10
H -2.222207 0.454139 -2.341710 -0.24 0.04 0.30 0.05
H 1.489063 -2.214305 -0.198646 -0.02 -0.31 0.10 0.09
H 3.208719 3.646693 -3.173967 -0.21 -0.05 -0.40 0.12
H -2.402195 1.511881 2.761703 -0.15 -0.14 0.13 0.11
H -4.201915 1.842960 4.044184 -0.02 -0.18 0.22 0.10
H 1.710813 -5.426041 -1.063491 0.06 0.13 0.16 0.09
```
Positions in Å, forces in eV/Å.